The following is a DFT calculation (ωB97M-V/def2-TZVPD) of a structure of composition C40H55Cl3N5O3PdSSbSi3 at a distorted geometry.

Computed properties:
2S+1	1
strongest force on any atom	2.16	eV/Å
HOMO (alpha / beta)	-6.893 / -6.986	eV
total energy	-5072.14628	Eh

Geometry (Å):
Pd  0.076  -0.406  0.263
N  -0.472  1.813  -0.549
C  0.003  2.750  0.475
C  0.331  2.095  1.865
O  0.576  2.883  2.771
O  0.313  0.846  1.975
H  -0.158  2.124  -1.466
H  -1.491  1.852  -0.566
H  -0.726  3.542  0.681
H  0.928  3.225  0.141
C  -0.342  -4.399  -1.811
Sb  -0.377  -2.223  -1.522
C  0.279  -2.530  0.533
C  -0.473  -3.012  1.666
C  -1.220  -2.181  2.517
C  -1.829  -2.722  3.628
C  -1.670  -4.077  3.899
C  -0.856  -4.806  3.049
N  -0.288  -4.309  1.969
Si  2.061  -3.096  0.690
C  2.479  -4.948  0.951
C  2.572  -2.114  2.252
C  3.096  -2.716  -0.883
C  -2.603  -1.871  -1.739
C  -2.995  -0.737  -0.874
C  -4.159  -0.009  -1.168
C  -4.601  0.988  -0.328
C  -3.861  1.265  0.815
C  -2.715  0.529  1.038
N  -2.279  -0.435  0.218
Si  -2.694  -1.369  -3.609
C  -1.844  0.347  -3.717
C  -4.432  -1.256  -4.418
C  -1.742  -2.551  -4.762
Si  -3.782  -3.336  -1.255
C  -5.610  -2.774  -1.108
C  -3.393  -4.004  0.484
C  -3.810  -4.703  -2.586
H  0.691  -4.710  -1.693
H  -0.673  -4.652  -2.810
H  -0.954  -4.898  -1.067
H  -1.229  -1.113  2.337
H  -2.398  -2.093  4.298
H  -2.137  -4.538  4.755
H  -0.640  -5.851  3.244
H  1.899  -5.384  1.753
H  3.534  -5.048  1.191
H  2.295  -5.529  0.053
H  2.276  -2.659  3.143
H  2.038  -1.161  2.274
H  3.637  -1.924  2.322
H  3.074  -3.579  -1.542
H  4.136  -2.529  -0.633
H  2.714  -1.868  -1.441
H  -4.714  -0.253  -2.053
H  -5.507  1.533  -0.549
H  -4.162  2.025  1.518
H  -2.102  0.734  1.911
H  -2.223  1.024  -2.957
H  -1.997  0.820  -4.682
H  -0.772  0.235  -3.566
H  -4.955  -0.331  -4.197
H  -5.067  -2.082  -4.116
H  -4.324  -1.310  -5.497
H  -0.702  -2.643  -4.470
H  -1.774  -2.178  -5.780
H  -2.178  -3.542  -4.768
H  -5.742  -2.020  -0.339
H  -6.219  -3.629  -0.828
H  -6.016  -2.380  -2.033
H  -3.519  -3.222  1.229
H  -2.383  -4.383  0.581
H  -4.073  -4.810  0.742
H  -4.326  -4.370  -3.480
H  -4.347  -5.564  -2.204
H  -2.823  -5.035  -2.878
Cl  10.341  -3.973  1.882
C  9.223  -2.723  1.490
C  8.095  -2.529  2.270
C  7.214  -1.515  1.939
C  7.436  -0.687  0.847
C  6.499  0.464  0.532
C  5.766  0.233  -0.805
N  4.342  0.478  -0.804
C  3.672  0.757  -1.962
C  2.343  0.681  -1.672
N  2.188  0.366  -0.355
C  3.399  0.254  0.138
O  7.241  1.669  0.428
C  7.057  2.590  1.483
C  5.640  3.082  1.552
C  5.013  3.688  0.502
Cl  5.714  4.075  -1.006
S  3.350  4.042  0.837
C  3.499  3.361  2.407
C  4.749  2.892  2.641
C  8.576  -0.907  0.076
Cl  8.905  0.080  -1.294
C  9.472  -1.916  0.391
H  7.909  -3.159  3.124
H  6.330  -1.367  2.538
H  5.764  0.546  1.340
H  5.943  -0.797  -1.138
H  6.215  0.910  -1.536
H  4.183  0.980  -2.876
H  1.502  0.802  -2.332
H  3.603  0.027  1.164
H  7.742  3.407  1.241
H  7.355  2.148  2.443
H  2.625  3.327  3.031
H  5.050  2.436  3.566
H  10.352  -2.062  -0.214